37
Properties=species:S:1:pos:R:3:forces:R:3 method="wB97M-V/def2-TZVPD" e_lumo_ev=-2.4671 homo_lumo_gap_ev=5.672
Zr 0.5535 -0.0718 1.6651 11.2 -2.4 -5.6
N -1.2222 -3.8825 2.8249 -0.4 -0.5 -0.3
C -0.8557 -2.6376 2.4170 -0.7 1.2 -0.6
S 0.8641 -2.5178 2.3922 0.6 1.4 -0.2
N -1.8027 -1.7925 2.0849 -0.3 0.0 -0.6
N -1.5875 -0.4803 1.5973 0.7 -2.2 1.2
C -1.1944 0.3105 2.5462 -7.0 0.7 5.6
C -0.9372 1.7448 2.3398 -0.3 1.8 0.0
C -1.6979 2.6483 3.0721 0.0 0.4 -0.2
C -1.4687 4.0079 2.8788 0.1 -0.2 0.0
C -0.4840 4.4109 1.9815 -0.1 -0.4 0.1
C 0.2382 3.4343 1.3120 0.5 -0.4 -0.4
N 0.0381 2.1122 1.4726 -1.4 0.8 0.9
H -0.4141 -4.4787 2.6867 -0.5 -0.4 0.2
H -2.0446 -4.1757 2.3210 -0.3 -0.4 0.2
H -1.0944 -0.0437 3.5877 -1.7 0.4 -0.5
H -2.4654 2.3001 3.7542 0.1 0.0 -0.1
H -2.0569 4.7441 3.4178 0.1 -0.1 0.0
H -0.2824 5.4610 1.8051 0.0 -0.2 0.0
H 1.0199 3.6957 0.6052 -0.1 -0.1 0.1
O 0.4889 1.1540 -4.2377 0.2 -1.0 0.3
C 0.7468 -0.1790 -4.0390 -0.3 1.5 -0.3
C 0.9337 -0.9604 -5.1782 0.1 -0.7 0.0
C 1.1998 -2.3227 -5.0490 -0.1 0.6 0.2
C 1.2777 -2.8971 -3.7811 0.0 0.1 0.6
C 1.0889 -2.1079 -2.6428 0.0 -0.1 -0.4
C 0.8195 -0.7327 -2.7516 0.1 -0.7 0.6
C 0.6161 0.1127 -1.5174 -0.3 2.1 -3.1
O 0.3810 1.3501 -1.7275 0.3 -2.1 1.6
O 0.6914 -0.4542 -0.3841 -0.4 0.2 0.9
H 0.3886 1.5353 -3.3212 0.0 -0.2 -0.3
H 0.8704 -0.5003 -6.1586 0.0 0.1 0.2
H 1.3456 -2.9328 -5.9343 0.0 0.1 0.1
H 1.4846 -3.9571 -3.6707 0.0 0.1 0.0
H 1.1499 -2.5577 -1.6528 0.0 0.1 -0.2
Cl 2.9841 0.3821 1.7438 -0.9 0.0 0.3
H 0.4274 0.2781 3.5401 0.7 0.2 -0.3

---

11
Properties=species:S:1:pos:R:3:forces:R:3 method="wB97M-V/def2-TZVPD" s2=2.0070 e_lumo_ev="-0.0320 / -2.5901" spin_multiplicity=3 homo_lumo_gap_ev="8.567 / 5.988" e_above_lowest_kcal_mol=0.0
C 0.5127 -0.5505 1.4801 -1.5 -1.3 -2.9
C 0.8323 -0.3654 0.0053 -1.8 1.7 2.9
C -0.5043 0.1934 0.5756 -0.1 0.3 -0.1
S -2.0358 -0.5023 -0.0221 0.9 -0.1 0.5
S -1.7813 0.6691 -2.9980 0.2 0.1 0.0
Cl -0.0209 1.5583 -2.8059 -0.1 0.0 0.0
H 0.2916 -1.5818 1.5856 -0.5 -0.7 1.1
H 0.9279 0.0143 2.2710 0.7 0.4 0.4
H 1.5703 0.3100 -0.1181 2.1 2.7 -0.7
H 0.8547 -1.0194 -0.7917 -0.5 -2.1 -0.9
H -0.6471 1.2744 0.8184 0.7 -1.0 -0.4

---

16
Properties=species:S:1:pos:R:3:forces:R:3 method="wB97M-V/def2-TZVPD" smiles="N/C=C/O.O=C=O.OO" e_lumo_ev=0.3884 homo_lumo_gap_ev=9.006 e_above_lowest_kcal_mol=111.3
C 0.5590 0.4148 -0.5710 -1.6 -0.8 -1.0
C -0.4480 -0.4489 -0.1739 1.8 0.2 0.5
C -1.9513 0.4588 -1.4875 -0.4 1.6 -1.3
N -0.9822 -0.2507 1.1393 -0.3 0.5 0.1
O 1.5375 0.2394 1.6797 -1.0 0.3 0.9
O 1.9540 -1.1249 1.5741 0.0 -0.2 0.0
O 1.4401 0.0190 -1.5074 -0.4 0.2 0.3
O -2.5467 1.1290 -0.7145 0.1 -0.6 0.5
O -1.6849 0.1478 -2.5915 0.2 -0.8 0.3
H 2.7178 -1.0482 0.9826 -0.2 0.1 0.1
H 1.8242 0.7772 -1.9620 0.0 0.0 0.0
H -1.5363 0.6060 1.1611 -0.2 -0.3 0.1
H 0.5073 1.4731 -0.3394 0.3 0.0 0.3
H -0.3469 -1.4824 -0.4767 -0.1 0.0 -0.2
H -1.5452 -1.0325 1.4484 -0.1 0.2 -0.1
H 0.5017 0.1225 1.8388 1.8 -0.2 -0.5

---

68
Properties=species:S:1:pos:R:3:forces:R:3 method="wB97M-V/def2-TZVPD" smiles="O=C1OCCO1.COCCOC.CO.CO.CO.CO.CO.CO.CO" e_lumo_ev=0.0521 homo_lumo_gap_ev=9.233 e_above_lowest_kcal_mol=60.4
C -1.2976 -0.2267 5.3285 1.1 -0.1 -0.9
O 0.0522 -0.3193 4.8203 -0.1 0.2 1.6
H -1.3096 -0.2329 6.4184 0.5 0.0 0.0
H -1.7220 0.7270 5.0148 -0.5 -0.1 -0.1
H -1.8569 -1.1040 5.0036 -0.4 0.2 -0.2
H 0.0926 -0.3795 3.8630 -0.8 -0.2 -0.4
C 1.7460 2.9645 3.5499 0.4 0.4 0.6
O 1.6691 2.5294 2.2072 0.0 0.3 0.2
H 2.6112 2.4906 4.0137 -0.3 -0.4 0.1
H 1.9401 4.0296 3.6765 0.0 0.3 -0.5
H 0.8116 2.7855 4.0818 0.1 -0.5 0.2
H 0.7901 2.7861 1.9192 -0.2 0.1 -0.6
C -0.0165 -0.3718 0.9571 -0.5 -0.6 -1.1
O -0.7230 -0.8149 2.1170 0.4 1.3 -0.1
H -0.7076 -0.3553 0.1144 -0.2 0.1 -0.2
H 0.4065 0.6326 0.9763 0.1 -0.2 0.8
H 0.7296 -1.1107 0.6647 0.5 0.2 0.2
H -1.1781 -1.5980 1.7989 0.0 -0.6 0.5
C -0.6183 -3.9152 0.1676 1.1 -1.7 0.7
O -0.9443 -3.4535 1.4954 -0.9 0.6 -1.0
H -0.5791 -3.1717 -0.6285 0.0 0.4 0.7
H 0.3331 -4.4246 0.3208 0.6 0.5 -0.7
H -1.1914 -4.7584 -0.2181 -1.0 0.2 0.3
H -1.0136 -4.1886 2.1090 0.1 -0.1 -0.2
C -4.3462 -0.4435 -0.5929 0.5 -0.4 -0.4
O -4.0444 0.9237 -0.3540 0.6 -0.1 0.6
H -5.2427 -0.8892 -0.1620 -0.4 0.7 0.0
H -4.2753 -0.6811 -1.6543 -0.4 0.1 -0.1
H -3.5504 -1.0513 -0.1624 0.3 0.4 0.2
H -4.6747 1.6066 -0.5947 -0.6 -0.7 -0.2
C 3.5680 -0.0832 3.0835 -0.9 -0.8 0.4
O 3.5049 0.4674 1.7956 0.7 0.0 -0.1
H 4.2535 0.3406 3.8174 0.6 0.3 -0.4
H 2.6090 -0.0407 3.5998 -0.4 0.1 -0.1
H 3.7693 -1.1478 2.9641 0.3 0.0 0.1
H 2.9901 1.2775 1.8089 -0.3 0.3 0.1
C -1.8963 2.6086 2.4701 -0.2 0.6 0.7
O -1.0817 3.5094 1.6214 -1.1 -1.8 0.8
H -2.1643 3.1547 3.3745 0.1 0.1 0.2
H -2.8502 2.2459 2.0873 0.1 0.4 -0.9
H -1.4275 1.6837 2.8061 0.9 0.3 -0.5
H -1.7311 4.1025 1.2364 0.2 0.2 -0.2
C -3.2497 -0.0496 -4.2024 -0.4 1.0 0.6
C -2.3788 0.7802 -3.2534 -1.5 -0.4 0.1
O -1.6712 -0.2704 -2.5950 0.7 0.5 -0.2
C -1.6029 -1.3260 -3.4552 2.6 -3.8 3.5
O -0.9456 -2.3509 -3.1960 -1.9 3.4 -1.1
O -2.4557 -1.1889 -4.4097 -0.4 -0.4 -3.0
H -3.5487 0.5330 -5.0738 0.3 -0.6 -0.4
H -4.1368 -0.4577 -3.7180 -0.2 0.5 0.1
H -3.0669 1.2859 -2.5759 0.5 0.1 0.4
H -1.7284 1.5083 -3.7381 0.2 -0.3 -0.1
C 3.7636 0.9806 -1.4566 -0.1 -0.7 0.5
O 3.3854 0.3534 -2.6637 -0.4 0.3 -0.7
C 1.9680 0.3019 -2.8038 -0.1 -0.4 0.0
C 1.5507 -0.2571 -4.1713 2.0 0.4 0.0
O 1.8117 -1.6388 -4.3166 -1.3 -0.8 0.6
C 3.1401 -2.1324 -4.4512 0.0 1.2 -0.1
H 3.2925 0.4136 -0.6537 0.1 0.3 0.4
H 3.4888 2.0336 -1.3945 -0.3 0.1 -0.2
H 4.8415 0.9264 -1.3038 0.0 -0.2 -0.3
H 1.5267 1.2692 -2.5634 0.0 0.5 -0.5
H 1.4997 -0.3365 -2.0547 0.2 -0.5 0.3
H 2.0869 0.2663 -4.9630 0.5 0.3 -0.1
H 0.5244 0.0237 -4.4077 -0.4 -0.8 0.4
H 3.7632 -1.9798 -3.5700 -0.1 0.4 0.1
H 3.5487 -1.5835 -5.2996 0.6 -0.2 -0.1
H 3.1584 -3.2083 -4.6251 -0.6 0.1 -0.3